10
Properties=species:S:1:pos:R:3:forces:R:3 method="wB97M-V/def2-TZVPD" charge=-1 e_above_lowest_kcal_mol=99.0 e_lumo_ev=4.7 total_energy_ha=-209.61983 mol_weight_g_mol=60.08
C -1.152018 -0.178312 -0.101431 -1.55 1.58 -0.68
O -1.837599 -1.056598 -0.850388 1.68 0.33 0.34
C 0.448018 -0.352536 0.029055 0.15 -3.03 -5.73
N 1.786991 0.498278 0.398202 -1.63 0.26 2.39
H -1.085937 0.890098 -0.520262 -0.50 -0.29 0.02
H -1.667903 -0.036202 0.832741 0.04 0.10 1.50
H 0.552527 -0.205696 -1.082587 -0.06 -1.26 0.96
H 0.655541 0.367794 0.911698 1.95 2.12 1.87
H 0.765388 -1.315932 0.369083 -0.25 -0.85 -0.12
H 1.534994 1.389106 0.013887 0.17 1.04 -0.56